ORCA calculation (the ωB97M-V functional and the def2-TZVPD basis) on C37H41MnN3S as an isolated structure in a non-equilibrium geometry.

The calculated total energy comes out at -3147.8901 Ha. The expectation value of S² is 6.46. As for the largest force on an atom: 1.01 eV/A.

The geometry in ORCA input format:
```
! RIJCOSX wB97M-V def2-TZVPD def2/J DEFGRID3
* xyz -1 5
Mn 0.94 -0.36 0.19
S 5.26 -1.16 1.34
C 4.60 -2.72 1.13
C 3.28 -2.67 0.81
C 2.73 -1.35 0.71
C 3.72 -0.44 0.97
C 3.50 1.01 0.95
C 4.46 1.96 1.30
C 4.13 3.30 1.25
C 2.85 3.68 0.87
C 1.96 2.68 0.54
N 2.26 1.38 0.57
H 5.23 -3.59 1.28
H 2.70 -3.58 0.66
H 5.44 1.63 1.61
H 4.87 4.05 1.51
H 2.55 4.71 0.81
H 0.94 2.90 0.22
C -2.28 4.94 -3.39
C -1.01 4.58 -3.81
C -0.36 3.50 -3.24
C -0.95 2.72 -2.23
C -2.24 3.11 -1.82
C -2.88 4.20 -2.38
C -0.20 1.61 -1.65
C -0.57 0.69 -0.68
C -1.82 0.21 -0.30
C -1.96 -0.24 1.15
C -3.14 -1.18 1.32
C -4.04 -1.40 0.35
C -3.95 -0.78 -0.96
C -2.85 -0.04 -1.25
H -2.80 5.78 -3.84
H -0.51 5.15 -4.60
H 0.64 3.24 -3.58
H -2.73 2.53 -1.04
H -3.87 4.46 -2.03
H 0.85 1.62 -1.95
H -2.16 0.65 1.76
H -3.24 -1.68 2.27
H -4.87 -2.08 0.55
H -4.70 -0.99 -1.72
H -2.71 0.34 -2.26
C 0.98 -1.19 3.62
C -0.31 -0.50 3.17
C -0.09 1.01 3.36
C -0.60 -0.82 1.68
C -1.45 -1.00 4.07
C -2.33 -0.15 4.73
C -3.35 -0.64 5.54
C -3.51 -2.01 5.71
C -2.65 -2.87 5.05
C -1.64 -2.37 4.24
H 1.85 -0.72 3.15
H 1.00 -2.25 3.33
H 1.10 -1.13 4.71
H 0.75 1.31 2.74
H 0.15 1.24 4.40
H -0.95 1.61 3.06
H -0.70 -1.92 1.61
H -2.24 0.92 4.61
H -4.02 0.05 6.04
H -4.30 -2.39 6.35
H -2.77 -3.95 5.16
H -1.00 -3.07 3.71
C 2.19 -2.72 -4.17
C 1.13 -1.63 -4.16
C 1.47 -0.58 -5.22
C -0.25 -2.22 -4.45
N 1.18 -0.91 -2.88
N 0.89 -1.70 -1.73
H 2.30 -3.13 -5.18
H 1.92 -3.55 -3.51
H 3.15 -2.32 -3.84
H 1.52 -1.03 -6.21
H 2.43 -0.11 -4.99
H 0.71 0.21 -5.24
H -0.28 -2.66 -5.45
H -1.02 -1.45 -4.38
H -0.50 -3.01 -3.74
H 0.50 -0.15 -2.87
H 1.65 -2.33 -1.55
H 0.02 -2.23 -1.83
*
```

For each atom in turn, the Mulliken charge in e is: atom 1 (Mn): -1.029, atom 2 (S): -0.322, atom 3 (C): -0.550, atom 4 (C): -0.214, atom 5 (C): -0.209, atom 6 (C): 0.005, atom 7 (C): 1.047, atom 8 (C): -1.003, atom 9 (C): -0.490, atom 10 (C): -0.923, atom 11 (C): -0.392, atom 12 (N): 0.168, atom 13 (H): 0.450, atom 14 (H): 0.439, atom 15 (H): 0.410, atom 16 (H): 0.396, atom 17 (H): 0.457, atom 18 (H): 0.471, atom 19 (C): -0.470, atom 20 (C): -0.642, atom 21 (C): -0.687, atom 22 (C): 0.931, atom 23 (C): -0.112, atom 24 (C): -0.807, atom 25 (C): -0.356, atom 26 (C): 0.500, atom 27 (C): 0.902, atom 28 (C): 1.191, atom 29 (C): -0.695, atom 30 (C): -0.812, atom 31 (C): -1.116, atom 32 (C): -0.881, atom 33 (H): 0.365, atom 34 (H): 0.343, atom 35 (H): 0.367, atom 36 (H): 0.443, atom 37 (H): 0.376, atom 38 (H): 0.288, atom 39 (H): 0.055, atom 40 (H): 0.093, atom 41 (H): 0.421, atom 42 (H): 0.348, atom 43 (H): 0.430, atom 44 (C): -1.920, atom 45 (C): 3.070, atom 46 (C): -2.241, atom 47 (C): -0.805, atom 48 (C): -0.611, atom 49 (C): -0.047, atom 50 (C): -0.970, atom 51 (C): -0.388, atom 52 (C): -0.811, atom 53 (C): -0.163, atom 54 (H): 0.405, atom 55 (H): 0.348, atom 56 (H): 0.446, atom 57 (H): 0.114, atom 58 (H): 0.596, atom 59 (H): 0.410, atom 60 (H): 0.772, atom 61 (H): 0.352, atom 62 (H): 0.373, atom 63 (H): 0.385, atom 64 (H): 0.356, atom 65 (H): 0.203, atom 66 (C): -2.014, atom 67 (C): 1.744, atom 68 (C): -1.712, atom 69 (C): -1.634, atom 70 (N): 0.020, atom 71 (N): -0.404, atom 72 (H): 0.496, atom 73 (H): 0.352, atom 74 (H): 0.386, atom 75 (H): 0.426, atom 76 (H): 0.387, atom 77 (H): 0.368, atom 78 (H): 0.451, atom 79 (H): 0.306, atom 80 (H): 0.386, atom 81 (H): 0.019, atom 82 (H): 0.186, atom 83 (H): 0.177